Record 1
{"formula": "C4H7N3", "method": "ωB97M-V/def2-TZVPD", "species": ["H", "H", "H", "N", "C", "C", "N", "N", "H", "H", "H", "C", "C", "H"], "coordinates": [[1.858210, -1.055440, 1.899909], [2.863278, 0.110001, 1.170684], [-1.718790, -1.478278, -0.668012], [-0.018193, -0.857760, 0.320948], [1.136353, -0.355720, 0.171948], [-1.049037, -0.611906, -0.675985], [1.793096, 1.222456, -1.820635], [2.172134, -0.614898, 1.044985], [-1.170084, 1.534127, -0.415674], [-2.665915, 0.801265, -1.024783], [-2.211785, 0.613631, 0.685728], [1.522312, 0.508529, -0.951048], [-1.825371, 0.659215, -0.337553], [-0.629550, -0.532853, -1.689863]], "forces_ev_per_a": [[0.1, 0.0, -0.1], [-0.1, -0.1, -0.1], [0.1, 0.2, 0.0], [0.4, 0.2, -0.1], [-0.3, -0.2, 0.1], [-0.1, 0.0, -0.1], [-0.3, -0.7, 0.9], [0.0, 0.0, 0.2], [-0.1, -0.1, 0.0], [0.1, 0.0, 0.1], [0.0, 0.0, -0.2], [0.2, 0.7, -0.8], [0.0, 0.1, 0.0], [0.0, 0.0, 0.1]], "homo_lumo_gap_ev": 10.443}


Record 2
{"formula": "C4H7N3", "method": "ωB97M-V/def2-TZVPD", "species": ["N", "H", "H", "C", "C", "H", "C", "H", "N", "H", "N", "H", "H", "C"], "coordinates": [[0.351499, -0.948991, -0.687829], [-2.497040, 0.378357, -0.083306], [-0.165852, 1.941318, 0.862837], [1.565487, 0.787374, 0.492026], [1.624869, -1.129313, -0.479876], [2.267354, -1.811309, -1.134792], [0.273614, 1.340036, 0.055783], [-1.854372, -1.266375, 0.769700], [-0.456818, 0.123837, -0.088525], [-1.913860, 0.308996, 1.505484], [2.147623, -0.255720, 0.408381], [0.551004, 2.136782, -0.822862], [-0.136445, -1.466512, -1.315965], [-1.757064, -0.138486, 0.518950]], "forces_ev_per_a": [[-0.1, 3.4, 2.9], [-0.4, -0.8, -0.5], [-0.2, 0.1, -0.2], [0.9, -1.8, 0.1], [-0.4, -1.1, -2.2], [-1.0, 0.6, 1.2], [0.6, 2.7, -0.7], [-0.2, 1.8, -1.0], [2.9, -1.2, -1.2], [0.9, 0.2, 0.1], [0.6, 2.4, 1.5], [-1.0, -2.1, 1.4], [-2.0, -2.4, -2.5], [-0.6, -1.9, 1.1]], "charge": 2, "homo_lumo_gap_ev": [7.829, 7.836]}


Record 3
{"formula": "C4H7N3O", "method": "ωB97M-V/def2-TZVPD", "species": ["H", "C", "C", "H", "H", "C", "H", "N", "H", "N", "C", "H", "N", "H", "O"], "coordinates": [[1.351874, -0.793831, 2.267029], [0.681278, -0.573968, -0.611354], [-0.642855, 1.194845, -0.647057], [0.135051, 0.268678, -2.391145], [2.087288, -1.887278, -0.274286], [-1.727247, 1.605552, 0.330122], [-1.544697, -0.488668, 0.515451], [-0.257147, 0.066328, -1.478458], [-2.791358, 1.387176, 0.190658], [1.546358, -1.427771, -1.002362], [-0.894859, 0.388122, 0.633600], [0.190410, 1.876856, -0.488150], [0.483640, -0.038932, 0.743219], [-1.619761, 2.587290, 0.799926], [0.660416, -1.104363, 1.663983]], "forces_ev_per_a": [[-0.2, 0.0, -0.2], [1.5, -1.2, -0.6], [-0.5, -0.2, 0.1], [-0.1, -0.1, 0.0], [-0.2, 0.4, 0.2], [-0.5, 0.6, 0.2], [0.3, 0.2, -0.4], [0.3, 0.4, 0.1], [0.5, -0.4, 0.1], [-1.2, 0.9, 0.1], [-0.1, -0.1, 0.1], [0.0, 0.0, 0.0], [-0.3, -0.3, 0.2], [0.4, -0.2, -0.4], [0.3, 0.1, 0.3]], "homo_lumo_gap_ev": 9.859}


Record 4
{"formula": "C4H7N3O", "method": "ωB97M-V/def2-TZVPD", "species": ["C", "H", "N", "H", "C", "O", "C", "H", "N", "H", "N", "H", "H", "C", "H"], "coordinates": [[1.348225, -0.050772, 0.725227], [-0.145751, 1.959246, -1.236224], [-1.033474, -1.549238, 0.920026], [-1.173121, 0.658726, 1.287790], [0.132235, -0.966730, 0.244939], [-2.325057, 0.750061, -1.359316], [-1.268040, -0.260784, 0.509652], [2.408529, -0.684836, 0.758397], [1.372371, 1.042755, -0.387726], [0.130669, -1.275929, -0.759356], [-0.122160, 1.197730, -0.731225], [1.783806, 0.520733, -1.220957], [-1.058655, -2.323623, 0.212082], [-1.371075, 0.575509, -0.684962], [1.321496, 0.407150, 1.721653]], "forces_ev_per_a": [[1.5, -2.2, -1.3], [-0.1, 4.9, -3.3], [1.1, -3.8, 0.1], [-0.3, -3.0, -0.7], [0.4, 3.0, 3.5], [-1.0, 1.2, -1.7], [2.7, 3.2, 1.3], [-2.6, 1.8, -0.6], [-1.8, -3.1, 0.5], [0.9, -0.2, -1.3], [1.2, -1.4, 0.8], [-0.8, 0.9, 1.1], [-1.9, 0.8, 1.2], [1.5, -2.0, 0.9], [-0.7, -0.2, -0.4]], "homo_lumo_gap_ev": 10.021}


Record 5
{"formula": "C4H7N3O", "method": "ωB97M-V/def2-TZVPD", "species": ["N", "C", "H", "H", "N", "C", "C", "H", "H", "H", "C", "N", "H", "H", "O"], "coordinates": [[-0.633410, 1.024745, -0.083020], [0.587370, 0.597433, -0.776219], [1.344217, 0.981673, 2.598905], [-0.756076, -0.108887, 1.718367], [-0.446576, 1.172721, 1.428511], [-1.473206, -1.206169, -0.479583], [0.989228, 0.698998, 1.504509], [1.631520, 0.221915, -2.316728], [-0.906604, -1.486683, -1.420868], [2.681743, 0.412861, 0.132638], [1.574876, 0.516395, 0.358865], [0.695774, 0.601357, -2.062557], [-2.436428, -1.709630, -0.665400], [-1.064873, -1.833605, 0.373436], [-1.787555, 0.116876, -0.310855]], "forces_ev_per_a": [[-1.3, -0.8, 0.1], [0.1, 1.3, 0.8], [-0.1, -1.2, -2.6], [0.2, 4.6, -0.4], [0.8, -7.6, -2.1], [0.1, -3.3, -1.1], [-1.3, 3.6, 4.2], [-0.7, 0.6, 0.2], [-0.2, 0.8, 1.1], [-1.6, -0.1, 0.6], [2.3, -0.8, -2.9], [0.2, -1.0, 1.8], [0.0, 0.4, 0.2], [0.1, 1.2, -0.4], [1.2, 2.4, 0.4]], "homo_lumo_gap_ev": 9.718}


Record 6
{"formula": "C4H7N3O", "method": "ωB97M-V/def2-TZVPD", "species": ["C", "C", "H", "H", "H", "C", "H", "H", "H", "C", "N", "N", "H", "N", "O"], "coordinates": [[-2.969097, 0.348515, 0.288349], [1.834948, 0.947893, 0.317075], [1.137590, -1.752380, 0.756699], [0.651652, 1.335585, -1.282037], [1.731182, 0.900365, 1.349227], [0.083493, -0.313745, -0.079055], [2.492660, 1.772531, 0.040139], [-3.912730, 0.753344, -0.189806], [-0.143245, 1.924500, 0.089437], [0.495170, 1.062309, -0.298518], [-2.057932, -0.129991, -0.474477], [-1.113814, -0.825549, 0.161201], [-2.875342, 0.497092, 1.346232], [1.116908, -1.168172, -0.078365], [2.329376, -0.354361, -0.091940]], "forces_ev_per_a": [[-1.2, 1.1, -2.0], [1.3, 0.1, -0.7], [0.1, -0.2, -0.2], [0.1, 0.1, -2.5], [0.0, 0.2, 2.2], [-5.0, -1.8, 0.5], [0.4, -0.5, -0.1], [1.4, -0.3, 0.4], [0.6, -1.6, 0.0], [-0.9, 1.9, 0.9], [-3.4, 0.9, 0.8], [4.4, 0.6, -0.7], [0.1, -0.6, 0.7], [2.8, -0.2, 0.7], [-0.6, 0.3, 0.0]], "homo_lumo_gap_ev": 9.091}


Record 7
{"formula": "C4H7N3O", "method": "ωB97M-V/def2-TZVPD", "species": ["N", "H", "C", "H", "H", "H", "C", "H", "N", "O", "C", "H", "C", "H", "N"], "coordinates": [[-0.173398, -1.357505, 0.218380], [-0.602390, -2.114796, 0.680629], [0.976206, -1.038102, -0.512563], [2.250355, -2.446751, -1.666333], [-1.917548, 3.459860, -0.718988], [-2.042287, 2.755305, 1.773041], [2.102385, -2.028736, -0.759603], [2.200871, -2.825220, -0.018788], [0.954045, 0.214944, -0.757948], [-2.000688, 3.429173, 1.104048], [-0.042727, 0.819272, -0.149159], [-1.709618, -0.062292, 0.926026], [-0.748799, -0.110233, 0.518368], [2.975740, -1.417146, -0.534067], [-2.222146, 2.722227, -0.103044]], "forces_ev_per_a": [[0.4, 3.0, 0.2], [0.5, -1.5, 0.1], [-1.1, -3.3, 0.7], [-0.1, -1.1, -3.2], [0.0, 0.3, -0.8], [-0.2, -0.5, 0.6], [0.2, 2.1, 3.5], [-0.7, 0.1, 0.1], [2.1, 2.1, -1.1], [-0.1, -0.4, -1.7], [-0.1, -0.7, -0.1], [-1.1, 0.1, 0.8], [-0.5, -0.7, -0.7], [0.3, 0.0, -0.3], [0.4, 0.6, 2.0]], "homo_lumo_gap_ev": [9.157, 8.328]}


Record 8
{"formula": "C4H7N3O2", "method": "ωB97M-V/def2-TZVPD", "species": ["C", "C", "C", "H", "H", "C", "N", "H", "N", "N", "H", "H", "O", "H", "H", "O"], "coordinates": [[-0.381534, 0.319707, 0.087608], [1.098118, -1.574960, -0.364610], [0.442256, 0.692176, 1.278759], [1.252007, -0.051864, 1.335329], [-0.680622, 1.278749, -0.373609], [0.400336, -0.499821, -0.957253], [1.590706, -2.468187, 0.146885], [1.187679, 0.106118, -1.255360], [-1.464132, -0.503470, 0.597879], [-2.556207, -0.767102, -0.213073], [0.002721, 0.565002, 2.274502], [-0.291957, -0.738447, -1.832327], [-3.207538, -1.644468, 0.322780], [0.967271, 1.615043, 1.219560], [-1.388847, -0.882434, 1.544945], [-2.776104, -0.072291, -1.202971]], "forces_ev_per_a": [[-0.7, -0.1, 0.3], [-0.6, -1.5, 0.1], [1.8, -1.8, 1.1], [0.0, 0.2, 0.2], [-0.7, -0.8, -0.1], [-2.1, 0.8, -0.9], [0.6, -0.6, 0.4], [1.3, 1.6, -1.3], [1.1, 1.5, 0.3], [5.7, 2.7, 0.2], [-0.5, 0.5, -0.4], [1.1, 0.0, 1.2], [-4.8, -5.0, 2.0], [0.0, 1.0, -0.2], [-0.8, 0.2, -0.7], [-1.5, 1.4, -2.3]], "multiplicity": 3, "s2": 2.007, "homo_lumo_gap_ev": [7.701, 6.359]}


Record 9
{"formula": "C4H7N3O2S", "method": "ωB97M-V/def2-TZVPD", "species": ["H", "O", "H", "C", "H", "O", "N", "C", "H", "N", "H", "C", "H", "N", "S", "C", "H"], "coordinates": [[0.583080, -2.300694, 0.590831], [0.776892, -0.703228, -2.127782], [1.771303, 0.495604, 1.037626], [-2.325409, 0.620349, -0.215177], [3.040706, 1.502739, -1.896916], [2.253140, 1.262883, -1.431048], [1.265091, -1.607656, 1.011759], [-0.306513, 0.242397, 0.352722], [-2.889153, 1.091502, 1.782045], [-0.868899, 0.667275, 1.476202], [-0.929560, -0.364861, -1.566128], [1.161230, -0.207635, 0.410925], [-3.283284, 0.316927, -0.556167], [-1.226306, 0.188474, -0.749136], [1.942439, -0.435979, -1.299164], [-2.117716, 0.794633, 1.148975], [1.152958, -1.562729, 2.030435]], "forces_ev_per_a": [[0.9, 1.5, 0.8], [0.0, -0.7, -0.9], [-0.6, -0.7, -0.8], [-3.6, -0.7, 2.1], [0.9, -0.3, -0.7], [-1.4, -1.5, 0.9], [-0.4, 0.4, -0.8], [1.2, 0.1, -1.1], [-0.9, 0.5, 1.2], [2.8, -1.1, -0.7], [-0.6, 0.9, 0.3], [-0.4, -1.6, 0.2], [-0.7, 0.5, -0.9], [5.2, -1.1, 1.8], [0.1, 2.6, 1.4], [-2.5, 1.2, -2.2], [-0.2, 0.0, -0.7]], "homo_lumo_gap_ev": 8.563}


Record 10
{"formula": "C4H7N3O2S", "method": "ωB97M-V/def2-TZVPD", "species": ["N", "O", "N", "H", "H", "C", "H", "C", "H", "H", "C", "O", "N", "H", "S", "H", "C"], "coordinates": [[1.163488, 0.865733, 0.387938], [3.352342, 0.408044, -0.391328], [2.081710, 0.699391, 1.396439], [-2.715320, -0.814286, -0.110204], [1.879376, 1.357812, -1.649877], [2.102254, 0.475508, -0.933170], [-2.382831, -0.334924, 1.527535], [-0.622253, -0.722348, 0.671020], [1.626378, -0.520633, -1.203004], [4.146600, 0.692102, 1.445226], [3.230314, 0.522558, 0.938829], [0.134631, -1.663897, 0.843686], [-0.131564, 0.515156, 0.281321], [-1.768636, 1.819524, 1.407185], [-1.344595, 1.948125, 0.058885], [-2.289842, -2.037035, 0.900994], [-2.079459, -0.959598, 0.742179]], "forces_ev_per_a": [[3.1, -0.1, -3.9], [0.7, 0.0, -1.7], [-1.7, 0.1, 2.6], [0.2, 1.0, -0.7], [0.9, -1.7, 0.8], [-4.6, 0.8, 0.4], [-1.3, 0.5, 1.3], [1.1, -2.1, -1.5], [1.1, 1.1, -0.3], [0.5, -0.4, 0.7], [-0.5, 0.6, 0.3], [0.2, 0.9, 0.2], [-1.2, 1.7, 0.8], [0.4, 0.6, -1.6], [1.0, -2.1, 2.3], [0.6, 0.7, 0.7], [-0.6, -1.5, -0.4]], "homo_lumo_gap_ev": 8.451}


Record 11
{"formula": "C4H7N3OS", "method": "ωB97M-V/def2-TZVPD", "species": ["H", "C", "N", "H", "H", "S", "H", "H", "H", "O", "N", "C", "C", "N", "H", "C"], "coordinates": [[0.863071, 2.053818, -0.352274], [2.776121, 1.313385, -0.021900], [1.420567, 1.259240, -0.078784], [-1.654983, 0.767454, -0.739120], [-1.447062, -0.904142, -1.272011], [2.190553, -2.533850, -0.023175], [-0.352532, 0.221646, 1.361761], [4.176574, -0.274603, 0.097066], [-0.148038, -1.443581, 0.756956], [3.483615, 2.282297, 0.026289], [0.910523, -0.021762, -0.289505], [-1.521184, -0.258234, -0.402378], [-0.270367, -0.397990, 0.459358], [3.204477, -0.024375, 0.001507], [-2.392649, -0.548979, 0.176261], [2.220274, -0.931701, -0.072881]], "forces_ev_per_a": [[0.1, 0.0, 0.0], [2.0, -1.8, 0.1], [-1.7, -0.8, -0.2], [-0.1, 0.1, -0.1], [0.0, 0.0, -0.1], [-0.1, -3.0, 0.0], [0.1, -0.1, -0.1], [-0.1, 0.2, -0.1], [0.0, 0.2, -0.1], [0.0, 0.8, 0.0], [3.4, -1.2, 0.6], [0.2, 0.0, 0.2], [-0.8, 0.0, 0.0], [1.2, 2.6, 0.0], [-0.2, 0.0, 0.0], [-4.1, 3.0, -0.4]], "multiplicity": 3, "s2": 2.008, "homo_lumo_gap_ev": [6.225, 5.833]}


Record 12
{"formula": "C4H7N3S", "method": "ωB97M-V/def2-TZVPD", "species": ["C", "N", "H", "H", "H", "N", "H", "N", "H", "H", "H", "S", "C", "C", "C"], "coordinates": [[-0.859924, 0.664499, -0.299939], [-1.089042, -1.362856, 0.526456], [-0.657053, 2.431708, 0.617476], [-0.547027, 2.490576, -1.112043], [-1.370666, -2.123697, 1.167326], [-1.023782, -0.189273, -1.350612], [2.403449, 0.759622, 0.872473], [-0.936886, 2.100029, -0.295167], [1.767778, -1.263319, -1.348865], [-1.337883, -2.331970, -1.486602], [-0.560088, 0.319923, 1.863566], [2.289080, -0.071375, -1.090285], [-1.185220, -1.385737, -0.858982], [2.047127, -0.274411, 0.517978], [-0.887068, -0.055969, 0.876468]], "forces_ev_per_a": [[-1.0, 0.2, 1.5], [-0.5, -1.3, -0.6], [0.3, 0.5, -0.5], [0.7, 0.9, -0.5], [0.6, 0.9, -0.8], [-0.2, 1.0, -0.8], [-0.4, -1.0, 0.1], [-0.4, -2.6, 0.1], [0.0, -0.4, -1.0], [0.2, 1.6, 1.3], [-0.7, -0.7, -0.6], [-0.1, -0.4, -0.2], [0.1, -1.5, 0.5], [0.7, 1.8, 1.1], [0.7, 1.1, 0.5]], "homo_lumo_gap_ev": 7.925}


Record-wise relative energy (zero: lowest compared OMol25 entry of this formula, charge and spin) values, in kJ/mol: 43.5 381.6 555.0 636.0 663.3 481.4 640.9 228.1 148.2 377.9 0.0 411.2